No. 1
C20H24N4O7PRuSTe | ωB97M-V/def2-TZVPD

Geometry as XYZ:
```
59
Properties=species:S:1:pos:R:3:forces:R:3
Te -0.2028 -2.6749 1.2147 0.0 0.5 -0.4
Ru -1.1467 -0.4465 -0.0040 -1.8 3.3 -2.5
S -1.3142 1.4579 2.3205 0.5 0.1 -0.2
P 1.2656 -2.0660 -0.6367 1.3 -1.6 -0.3
O -1.6773 0.0491 2.4089 -0.1 0.0 0.0
O 1.3486 -3.1992 -1.7866 -0.1 0.9 0.4
O -3.2285 0.4592 -0.2515 2.7 0.1 1.4
O -5.3324 0.4424 -0.9707 -0.2 0.2 0.1
O -2.2426 2.4272 2.8168 0.2 0.1 0.0
O 0.9628 -0.7799 -1.3060 -1.4 0.6 0.9
O 2.7689 -1.9543 -0.0997 -0.6 0.4 -0.2
N -0.8541 1.6308 0.7756 0.1 -3.9 1.1
N -4.0518 -1.3693 -1.3416 0.0 0.2 -0.1
N -0.9021 1.0759 -1.8193 -0.7 -1.0 0.6
N -2.9014 -2.0972 -0.9907 0.8 0.0 0.3
C 1.6519 2.6466 4.8008 0.1 0.0 0.0
C 3.3886 -3.0510 0.5490 0.2 -0.5 0.4
C 0.2602 1.6469 3.1461 -0.5 0.1 -0.2
C 1.0474 -4.5767 -1.6534 -0.3 -0.6 0.1
C 2.7410 1.9682 4.2751 0.0 0.1 0.1
C -0.9006 0.7630 -3.0909 0.0 -0.2 0.1
C -1.0931 3.0510 -3.7563 0.0 -0.3 0.0
C -0.3464 -4.8698 -2.1885 0.4 0.2 0.1
C -1.0355 2.6656 -0.0467 -0.3 1.8 -1.1
C -1.2190 4.7422 -1.9331 -0.1 0.2 0.2
C -4.2372 -0.0511 -0.8017 -0.8 -1.4 -0.8
C -0.9888 2.3647 -1.4491 -0.2 1.0 0.4
C 1.3385 0.9685 2.6086 0.2 -0.1 -0.1
C 4.5967 -2.5345 1.3078 -0.3 -0.1 -0.2
C -1.0822 3.4167 -2.3956 0.0 -0.2 0.4
C -1.0062 1.7279 -4.1030 0.1 0.3 0.0
C 0.4010 2.4944 4.2254 -0.2 0.0 0.0
C -1.2277 3.9847 0.3598 0.2 -1.0 0.0
C 2.5890 1.1314 3.1786 -0.1 0.0 -0.1
C -1.3106 5.0018 -0.5851 0.0 0.1 -0.8
H -2.5344 -2.5786 -1.8151 -0.2 0.1 0.4
H -1.0823 -4.3839 -1.5489 -0.1 0.0 0.0
H 4.2849 -1.7786 2.0220 0.0 0.1 0.1
H -0.4653 3.0314 4.5772 -0.1 0.1 0.2
H 2.6595 -3.5104 1.2344 0.2 0.0 0.0
H 5.3047 -2.0861 0.6175 0.1 0.0 -0.1
H 3.7171 2.1020 4.7170 0.1 0.0 0.0
H 3.4441 0.6269 2.7569 0.1 -0.1 0.0
H -1.1923 3.8214 -4.5092 0.0 0.0 -0.1
H 1.8019 -5.1141 -2.2379 -0.1 0.1 0.2
H -1.4567 6.0161 -0.2479 0.0 0.1 0.0
H -0.5266 -5.9414 -2.1896 -0.1 -0.1 0.0
H 1.1154 -4.8801 -0.5996 0.1 0.0 -0.2
H 5.0804 -3.3482 1.8396 0.1 -0.1 0.1
H -1.0287 1.4143 -5.1349 0.0 0.0 -0.1
H -3.0734 -2.7677 -0.2308 0.2 0.3 -0.4
H -0.8003 -0.2897 -3.3309 -0.1 0.0 0.0
H 1.1879 0.3560 1.7264 0.2 0.0 0.1
H -1.3142 4.1982 1.4133 0.0 0.1 0.0
H -0.4351 -4.4904 -3.2044 -0.1 0.0 -0.1
H 3.6788 -3.7944 -0.2023 0.0 0.1 0.1
H 1.7768 3.3047 5.6472 0.0 0.1 0.1
H -4.9153 -1.8942 -1.4179 0.2 0.1 0.0
H -1.2851 5.5408 -2.6572 0.0 0.1 0.0
```
Positions in Å, forces in eV/Å.

Results
HOMO level (spin up / spin down) (Eh): -0.280 / -0.280
Energy above the lowest of the compared OMol25 structures with the same formula, charge and spin (eV): 3.367
DFT total energy (eV): -71421.651
Gap between HOMO and LUMO (spin up / spin down) (eV): 5.81 / 5.98
Molar mass (g mol⁻¹): 724.1
Spin multiplicity: 2


No. 2
C20H24N6O3 | ωB97M-V/def2-TZVPD

Geometry as XYZ:
```
53
Properties=species:S:1:pos:R:3:forces:R:3
O -0.2019 1.3731 2.9845 0.1 0.0 0.1
O -3.5211 2.8401 0.2323 -0.2 0.2 -0.1
O -0.8202 4.5191 2.6358 0.1 0.1 -0.3
N -1.7956 1.7681 -0.7561 -0.1 0.0 0.0
N -1.8310 2.1093 1.5692 -0.1 0.1 0.4
N 0.1237 0.5325 -1.5654 -0.1 0.2 -0.2
N -1.3395 3.6973 4.6694 0.0 0.2 0.5
N 1.1376 0.2536 0.4124 -0.1 0.0 -0.4
N 2.1576 -0.6999 -1.4881 0.1 -0.1 0.0
C -0.6124 1.4681 1.8359 0.2 -0.3 -0.5
C 1.9200 -1.3059 -2.7765 -0.1 -0.2 -0.2
C -2.4471 2.2856 0.3403 -0.1 -0.1 -0.1
C -0.0250 0.9728 0.6483 -0.5 0.3 -0.5
C 2.1376 -0.1733 1.3498 0.3 -0.3 0.3
C -0.5238 -2.5558 -0.7820 0.1 -0.1 -0.1
C 3.9973 -1.8427 1.6573 -0.3 0.1 -0.2
C -0.6125 1.1209 -0.5994 0.9 -0.4 1.0
C -2.4752 -1.5275 -2.4402 0.0 0.0 -0.1
C -1.7556 -2.2020 -0.2606 0.0 0.0 0.1
C -2.4391 2.7445 2.7244 0.1 0.1 -0.1
C -1.4305 3.7320 3.3191 -0.3 -0.2 0.2
C -1.2380 -1.8664 -2.9542 0.0 -0.1 0.0
C 2.8092 -1.4315 0.7968 0.1 0.2 0.0
C -0.2417 -2.3715 -2.1283 -0.1 -0.3 0.0
C 1.1609 0.0080 -0.9172 -0.2 0.5 0.4
C -2.7324 -1.6780 -1.0879 -0.1 0.0 0.1
C 1.1335 -2.6294 -2.6746 0.1 0.3 0.0
C -2.3819 1.9429 -2.0663 -0.2 0.1 -0.2
C 3.2475 -1.1573 -0.6481 0.1 0.0 0.2
H 1.6542 -0.3564 2.3122 0.1 0.0 -0.1
H 2.8852 -1.4767 -3.2595 -0.1 0.1 0.0
H -2.2848 2.9818 -2.3859 0.0 0.0 0.0
H -1.6347 2.8807 5.1750 0.0 0.0 -0.1
H 2.8800 0.6225 1.4915 0.0 -0.1 0.1
H -2.7271 1.9845 3.4547 0.0 0.1 -0.1
H -0.6104 4.2535 5.0884 -0.1 0.0 -0.1
H -1.0360 -1.7289 -4.0068 0.0 0.0 -0.1
H 4.4526 -2.7521 1.2726 0.1 -0.1 0.0
H -1.8512 1.2865 -2.7501 -0.1 0.0 0.0
H -3.3199 3.2854 2.3700 0.2 -0.1 0.1
H 3.6635 -2.0662 -1.0878 0.0 0.0 0.0
H 1.3419 -0.5897 -3.3623 0.1 -0.1 -0.1
H 4.0376 -0.3935 -0.6412 0.1 -0.1 0.0
H -1.9502 -2.3320 0.7944 0.0 0.0 0.1
H -3.2405 -1.1356 -3.0940 -0.1 0.0 -0.1
H -3.6910 -1.3913 -0.6815 -0.1 0.0 0.0
H 1.6744 -3.3262 -2.0304 0.0 -0.1 0.0
H 2.0719 -2.2402 0.7890 0.0 0.1 0.0
H 3.6768 -2.0234 2.6799 0.0 0.0 0.1
H -3.4407 1.6903 -2.0224 0.1 0.0 -0.1
H 1.0690 -3.0629 -3.6740 0.0 -0.1 0.0
H 4.7504 -1.0582 1.6675 0.1 0.1 0.0
H 0.2282 -2.9786 -0.1299 0.1 0.0 0.0
```
Positions in Å, forces in eV/Å.

Results
HOMO level (Eh): -0.273
SMILES: C[C@@H]1CN(CCc2ccccc2)c2nc3c(c(=O)n(CC(N)=O)c(=O)n3C)n2C1
Energy above the lowest of the compared OMol25 structures with the same formula, charge and spin (eV): 0.000
DFT total energy (eV): -36215.788
Gap between HOMO and LUMO (eV): 8.01
Molar mass (g mol⁻¹): 396.5


No. 3
C20H25AgO19 | ωB97M-V/def2-TZVPD

Geometry as XYZ:
```
65
Properties=species:S:1:pos:R:3:forces:R:3
Ag -0.2458 -2.5438 -4.2283 0.0 0.1 0.3
O 4.9444 4.4747 -2.2948 0.2 0.6 -0.6
O -3.8772 -2.3754 -0.7180 0.0 -0.1 0.4
O -0.4587 1.9823 -4.0046 -0.1 0.0 -0.1
O 0.4531 3.4398 -1.5255 -0.2 -0.4 -0.2
O 2.5049 0.7949 -3.6215 0.0 -0.1 0.0
O -0.8415 -2.7509 1.0752 -0.4 -1.4 0.4
O -0.4400 -4.5658 -3.0298 0.0 -0.4 0.0
O -0.3409 2.5925 1.4522 0.1 -0.7 0.0
O -0.1688 6.0913 -2.3276 -0.8 -0.6 0.2
O -1.7598 -4.7961 -0.5042 -0.2 0.8 -0.4
O 0.0140 -0.6022 -2.9814 -0.1 0.0 0.0
O 4.2829 6.8707 -3.5289 -0.2 0.1 0.3
O -0.4653 -5.7570 4.6274 0.2 -0.4 0.0
O -1.9451 3.6127 3.4497 0.4 0.5 -0.7
O -1.6440 -0.3417 5.9443 0.2 -0.1 -0.3
O 2.3913 1.8013 0.6846 -0.2 -0.2 -0.1
O -1.2351 -2.0708 -1.9358 -0.2 -0.4 0.8
O -1.2165 -7.8094 2.9862 -0.1 0.0 0.4
O 0.3385 -1.1699 4.1998 -0.5 -0.9 0.0
C -1.1667 -6.5929 2.5351 0.3 -0.9 -0.4
C 3.3201 6.0983 -2.9933 1.1 0.3 0.0
C 2.6895 3.9198 -2.0020 -0.6 -0.6 -0.2
C 1.4035 4.2880 -1.9942 -0.1 0.1 0.0
C -0.5892 -0.1274 -0.6953 0.4 0.1 -1.3
C 2.0534 6.5056 -2.8915 0.2 0.4 -0.9
C -1.4574 2.5188 3.5697 -0.9 -1.5 1.2
C 0.9550 5.6688 -2.4034 1.5 0.4 -0.2
C -0.5844 1.8497 2.5492 -0.9 2.8 -0.2
C 3.7876 4.7871 -2.4535 -1.1 -0.6 1.0
C -1.2884 0.4187 4.8956 -0.6 0.2 0.1
C -0.6220 -4.2190 2.8651 0.8 0.6 1.3
C -0.3038 -0.1755 3.9344 0.3 1.9 -0.2
C -1.4831 -4.9944 0.6470 0.1 -2.5 0.7
C -0.6781 -5.5420 3.4650 -0.8 0.4 -0.4
C -1.5109 -6.3417 1.2282 -0.7 0.6 0.2
C -0.0881 0.6563 2.7552 1.2 -1.8 -1.4
C -0.9966 -3.9513 1.5678 0.4 2.3 -1.2
C -0.6388 -0.9638 -1.9583 0.2 -0.3 -0.2
C -1.8118 1.6453 4.7031 0.3 -0.4 0.6
H -0.8492 3.4204 1.4687 0.0 0.0 0.4
H 5.1415 6.5806 -3.1797 0.0 -0.2 -0.2
H -0.9860 -7.8332 3.9419 0.0 0.0 -0.2
H -0.3821 0.9025 -0.9812 0.0 0.1 0.3
H -1.5056 -0.2074 -0.1208 0.1 -0.1 0.2
H -0.6352 1.0641 -4.2543 0.0 0.3 0.2
H 1.6219 2.3517 0.4754 0.1 -0.1 0.0
H -0.2100 -3.4506 3.5194 -0.1 0.3 -0.3
H -0.0110 1.8966 -3.1555 0.2 -0.2 -0.1
H 1.8272 0.1331 -3.4197 0.0 0.2 0.0
H -3.1916 -2.9635 -1.0522 0.0 0.2 -0.3
H -1.9822 -7.1207 0.6401 0.3 -0.1 -0.1
H -1.1205 -2.7523 0.1145 -0.1 0.4 -0.3
H 1.8370 7.4730 -3.3296 -0.3 0.0 0.3
H 0.5239 0.3147 1.9230 0.2 -0.4 0.5
H 2.0932 1.3698 -4.2787 0.0 0.0 0.1
H 2.5016 1.2286 -0.0834 0.1 0.1 0.0
H -0.9639 -4.4996 -2.2153 0.1 0.2 -0.4
H 0.3042 -0.5247 -0.2088 -0.2 0.2 0.5
H -1.1732 -1.1844 5.8440 0.1 0.0 0.2
H -0.3777 3.5863 -2.0074 0.0 0.4 0.2
H 2.8968 2.8956 -1.7262 0.4 0.1 0.1
H -0.4773 -5.4919 -3.3007 0.0 0.2 0.0
H -3.6548 -1.5227 -1.1056 0.0 -0.1 -0.1
H -2.5074 2.0085 5.4488 0.0 0.2 -0.1
```
Positions in Å, forces in eV/Å.

Results
HOMO level (spin up / spin down) (Eh): -0.407 / -0.407
Total charge: +1
DFT total energy (eV): -64036.179
Gap between HOMO and LUMO (spin up / spin down) (eV): 4.26 / 2.28
Molar mass (g mol⁻¹): 677.3
Spin multiplicity: 2


- Among the records above, which one has the highest DFT total energy?
  C20H24N6O3